{"formula": "C34H35N5O4RhSe2", "method": "wB97M-V/def2-TZVPD", "species": ["Rh", "C", "C", "C", "C", "C", "C", "C", "C", "N", "C", "O", "C", "C", "C", "C", "C", "N", "C", "O", "N", "C", "C", "C", "C", "C", "C", "C", "C", "H", "H", "H", "H", "H", "H", "H", "H", "H", "H", "H", "H", "H", "H", "H", "H", "H", "H", "H", "H", "H", "O", "C", "C", "C", "O", "C", "Se", "C", "Se", "H", "H", "H", "H", "H", "H", "H", "H", "H", "H", "N", "C", "C", "C", "C", "N", "C", "C", "H", "H", "H", "H"], "positions_angstrom": [[-0.142205, 0.027597, -0.570363], [-3.154273, 2.128046, -1.937272], [-2.015011, 3.093842, -1.858221], [-1.926929, 4.155573, -2.742478], [-0.967238, 5.137427, -2.566876], [-0.145565, 5.093351, -1.455944], [-0.195995, 4.038605, -0.558138], [0.648855, 4.063126, 0.674462], [-1.091377, 2.982196, -0.804778], [-1.066528, 1.827022, -0.016689], [-1.465143, 1.907865, 1.277638], [-2.075150, 2.856741, 1.766296], [-1.068744, 0.713419, 2.062305], [-1.223591, 0.591304, 3.428348], [-0.685514, -0.512458, 4.083026], [0.022612, -1.455956, 3.336618], [0.134660, -1.292235, 1.970976], [-0.431331, -0.239077, 1.347875], [0.911200, -2.200906, 1.081827], [1.466943, -3.212327, 1.510096], [0.952540, -1.774276, -0.198548], [1.504937, -2.626448, -1.165618], [0.898641, -3.869105, -1.440222], [-0.254590, -4.374639, -0.636955], [1.380258, -4.648197, -2.481267], [2.449564, -4.234940, -3.254919], [3.089016, -3.049823, -2.937600], [2.652092, -2.254960, -1.889706], [3.413077, -1.015715, -1.545527], [-3.606435, 2.117830, -2.927627], [-3.917932, 2.413707, -1.211470], [-2.823022, 1.127169, -1.663180], [-2.626850, 4.227499, -3.563410], [-0.880883, 5.952569, -3.271453], [0.551405, 5.897838, -1.273819], [1.536243, 4.677022, 0.532862], [0.948966, 3.058006, 0.953970], [0.063265, 4.475127, 1.497253], [-1.741012, 1.377365, 3.957234], [-0.784877, -0.623478, 5.152127], [0.510136, -2.303118, 3.794957], [-1.023098, -3.611946, -0.510551], [0.087989, -4.651126, 0.358971], [-0.697254, -5.244762, -1.116532], [0.901306, -5.595389, -2.684989], [2.795105, -4.844618, -4.078059], [3.951853, -2.736087, -3.508240], [4.411370, -1.038448, -1.980524], [3.493401, -0.912089, -0.466151], [2.892193, -0.135236, -1.932732], [0.001358, -2.526646, -4.707358], [-0.938766, -2.506639, -3.660746], [-1.979435, -1.415634, -3.913443], [-2.667771, -1.748662, -5.260629], [-3.623912, -0.806755, -5.671341], [-1.294539, -0.054377, -4.064512], [0.234361, 0.389703, -2.868489], [-3.052523, -1.451975, -2.823590], [-2.511608, -1.385298, -0.912820], [0.790252, -2.987026, -4.391314], [-0.447753, -2.285906, -2.708360], [-1.440513, -3.483552, -3.569865], [-3.122577, -2.749601, -5.189393], [-1.906290, -1.776670, -6.043921], [-4.269333, -0.712729, -4.960688], [-2.015163, 0.757157, -3.960358], [-0.850809, -0.000694, -5.060961], [-3.607307, -2.389957, -2.906846], [-3.751769, -0.621898, -2.942814], [6.890597, 2.931128, 1.689201], [5.857550, 2.549212, 1.334496], [4.606497, 2.082845, 0.941224], [3.874320, 1.194988, 1.766175], [2.640063, 0.768828, 1.360976], [2.053336, 1.147522, 0.211462], [2.743949, 1.996613, -0.577554], [3.987131, 2.480148, -0.269514], [4.288948, 0.859579, 2.705434], [2.082696, 0.082626, 1.986587], [2.245668, 2.296123, -1.493472], [4.497973, 3.156633, -0.939128]], "forces_ev_per_a": [[-1.17, -0.73, 0.93], [0.14, -0.17, 0.03], [0.01, -0.04, 0.23], [0.14, 0.09, 0.05], [-0.04, 0.08, 0.00], [0.05, 0.07, -0.14], [-0.23, -0.40, -0.18], [-0.09, 0.02, 0.11], [-0.24, 0.81, -0.41], [0.03, -0.74, 0.57], [-0.35, 0.65, -1.77], [0.14, -0.05, 0.67], [0.50, -1.02, -0.24], [-0.02, -0.09, 0.35], [0.18, -0.02, -0.68], [-0.14, 0.11, 0.42], [-0.66, 0.71, -0.18], [-0.01, -0.09, 2.42], [0.48, -0.39, -1.35], [-0.03, 0.06, 0.69], [-0.48, 0.58, 0.14], [0.40, -0.75, -0.38], [0.14, 0.11, 0.11], [-0.09, 0.04, 0.15], [0.05, -0.01, -0.01], [0.12, -0.05, 0.01], [0.04, -0.12, -0.10], [-0.33, 0.03, 0.14], [-0.14, 0.16, -0.07], [-0.03, 0.02, -0.08], [-0.07, -0.01, 0.05], [-0.09, 0.00, -0.08], [-0.07, -0.06, -0.09], [-0.03, 0.08, -0.05], [0.16, 0.13, 0.01], [0.10, 0.06, 0.00], [-0.02, 0.06, 0.15], [0.02, 0.00, 0.11], [-0.06, 0.07, -0.02], [-0.02, 0.00, 0.08], [0.00, -0.11, -0.03], [0.00, 0.00, -0.07], [0.01, -0.10, 0.06], [-0.07, -0.07, -0.05], [-0.09, -0.09, -0.05], [0.06, -0.05, -0.06], [0.10, 0.05, -0.05], [0.05, -0.03, -0.02], [0.09, 0.01, 0.05], [0.05, -0.13, -0.01], [0.19, -0.14, -0.45], [-0.31, 0.08, 0.50], [0.30, -0.28, -0.30], [0.50, -0.39, 0.24], [-0.55, 0.44, -0.06], [0.10, 0.37, 0.49], [0.36, 0.14, -1.55], [0.28, 0.29, 0.34], [1.60, 0.95, -0.01], [-0.09, 0.16, 0.05], [-0.20, -0.04, -0.20], [-0.04, 0.02, 0.03], [0.07, 0.02, 0.02], [-0.08, -0.04, 0.11], [0.05, 0.04, -0.12], [0.00, -0.12, -0.14], [0.04, 0.07, 0.16], [0.00, -0.02, 0.10], [0.02, 0.00, -0.12], [-0.84, -0.31, -0.33], [2.36, 0.88, 0.74], [-2.94, -1.05, -0.81], [1.26, 0.89, -0.30], [-1.05, -0.08, -0.72], [0.46, 0.09, -0.16], [-1.12, -0.63, 0.19], [1.21, 0.00, 1.02], [0.01, -0.03, 0.02], [0.01, 0.03, -0.06], [-0.06, -0.05, -0.03], [-0.03, 0.02, -0.04]], "e_above_lowest_kj_mol": 23.65, "orbital_gap_ev": 5.431, "charge": -1, "total_energy_ha": -6804.926733, "e_homo_ev": -4.2929, "spin_multiplicity": 1, "lumo_energy_ev": 1.1381}


{"formula": "C34H36CrN3O7S2", "method": "wB97M-V/def2-TZVPD", "species": ["Cr", "C", "C", "C", "C", "C", "C", "C", "S", "O", "O", "N", "C", "C", "C", "C", "C", "C", "C", "C", "N", "C", "H", "H", "H", "H", "H", "H", "H", "H", "H", "H", "H", "H", "H", "O", "C", "O", "C", "C", "C", "C", "C", "C", "C", "C", "C", "N", "H", "H", "H", "H", "H", "H", "C", "C", "C", "S", "O", "C", "C", "C", "H", "H", "H", "H", "H", "H", "H", "H", "H", "H", "H", "H", "H", "H", "C", "O", "C", "O", "H", "H", "H"], "positions_angstrom": [[0.782490, -0.382801, -0.123927], [-6.311210, 3.669799, 1.333273], [-4.862410, 3.381199, 1.100973], [-4.073510, 4.265799, 0.373873], [-2.765310, 3.947499, 0.054173], [-2.245010, 2.734699, 0.464473], [-3.002410, 1.843599, 1.204373], [-4.300110, 2.183999, 1.536873], [-0.710810, 2.164699, -0.254327], [-0.099010, 3.209799, -1.003027], [-1.343910, 1.111499, -1.206427], [0.224590, 1.377299, 0.728473], [-0.055410, 1.284699, 2.079073], [-0.294710, 2.346199, 2.935073], [-0.404410, 2.104299, 4.307473], [-0.300210, 0.836699, 4.825073], [-0.109410, -0.271101, 3.976173], [-0.037210, -1.610401, 4.412673], [0.140590, -2.600101, 3.469573], [0.244590, -2.271201, 2.122273], [0.199090, -1.020001, 1.663173], [0.010490, -0.034201, 2.587373], [-6.505310, 4.737699, 1.331173], [-6.655110, 3.248599, 2.272673], [-6.897710, 3.219899, 0.531873], [-4.496210, 5.195899, 0.028173], [-2.147910, 4.605499, -0.535527], [-2.590710, 0.883899, 1.478573], [-4.889410, 1.492799, 2.118473], [-0.376310, 3.348799, 2.537773], [-0.551710, 2.940299, 4.973373], [-0.365110, 0.666799, 5.888173], [-0.115510, -1.844701, 5.463973], [0.214890, -3.634301, 3.767873], [0.404390, -3.040601, 1.377273], [2.428290, -3.753601, -1.591227], [2.120290, -2.812401, -0.872627], [1.051090, -2.100301, -1.004527], [2.932190, -2.410701, 0.319573], [3.774390, -3.325001, 0.970273], [4.367990, -2.966101, 2.149573], [4.127590, -1.675801, 2.674773], [4.692590, -1.237201, 3.883773], [4.449690, 0.030099, 4.349573], [3.654490, 0.909099, 3.606173], [3.096090, 0.515499, 2.413773], [3.289590, -0.793901, 1.934173], [2.689990, -1.185601, 0.783473], [3.917990, -4.298601, 0.529973], [5.017590, -3.637501, 2.692673], [5.330690, -1.914701, 4.434673], [4.894890, 0.355999, 5.279873], [3.502590, 1.918299, 3.961673], [2.505390, 1.196399, 1.818073], [2.447690, -1.890801, -5.367627], [1.372390, -2.726701, -4.681927], [0.143890, -1.892401, -4.379127], [0.759290, -0.618001, -3.007727], [-0.800210, -0.733201, -2.392127], [0.686890, 0.842399, -4.140227], [-0.642210, 1.576399, -4.218627], [-1.745610, 0.823399, -4.951427], [3.324690, -2.492301, -5.592727], [2.746790, -1.073801, -4.714027], [2.067590, -1.478201, -6.301527], [1.762390, -3.134301, -3.747127], [1.103790, -3.571801, -5.322327], [-0.628310, -2.490801, -3.910627], [-0.240510, -1.416401, -5.273327], [1.006190, 0.506299, -5.121927], [1.432190, 1.514499, -3.719127], [-0.461210, 2.531199, -4.722927], [-0.976010, 1.803299, -3.208627], [-1.433510, 0.539199, -5.955727], [-2.622310, 1.463699, -5.036927], [-2.024310, -0.069501, -4.400127], [-2.214210, -2.265501, -0.649227], [-2.068410, -0.864401, -0.485427], [-0.956810, -0.294401, -1.104827], [1.199890, 0.353099, -1.698527], [-3.257110, -2.477101, -0.414427], [-1.556210, -2.808201, 0.037773], [-1.985210, -2.562201, -1.673727]], "forces_ev_per_a": [[0.90, -0.82, -0.63], [-0.02, -0.01, -0.01], [0.13, 0.03, -0.08], [0.00, -0.15, 0.08], [0.35, 0.04, -0.04], [0.41, -0.18, 0.01], [-0.13, -0.06, 0.08], [0.20, -0.05, -0.03], [-0.63, -0.01, -0.73], [-0.07, 0.16, 0.17], [-0.41, 0.92, 0.21], [-0.60, 0.76, -0.40], [-0.07, 0.64, 0.99], [0.24, -0.60, -0.63], [-0.03, -0.33, 0.45], [-0.05, 0.30, 0.05], [-0.08, -0.05, -0.33], [0.15, -0.18, -0.63], [-0.14, 0.20, 0.86], [0.03, 0.76, -0.75], [-0.64, -1.45, 2.35], [-0.14, -0.03, 0.28], [-0.06, 0.12, 0.02], [-0.06, -0.03, 0.12], [-0.09, 0.00, -0.02], [-0.04, 0.14, -0.04], [0.03, 0.14, -0.10], [-0.08, -0.12, 0.03], [-0.14, -0.10, 0.05], [0.09, 0.04, 0.03], [-0.05, 0.08, 0.09], [-0.03, 0.02, 0.15], [0.00, -0.02, 0.09], [-0.03, -0.09, -0.03], [-0.01, 0.00, -0.04], [0.25, 0.32, 0.72], [-0.68, -0.45, -0.98], [0.01, -1.00, 0.74], [0.02, 0.94, 0.62], [0.35, -0.09, 0.26], [-0.30, 0.21, -0.28], [-0.23, 0.04, -0.37], [0.04, 0.34, 0.32], [0.28, -0.51, 0.10], [-0.29, 0.16, -0.52], [0.03, 0.21, 0.31], [0.63, -0.22, 0.34], [0.41, -0.66, -0.47], [-0.01, -0.06, -0.13], [0.02, -0.13, 0.01], [0.03, -0.04, 0.05], [-0.01, 0.02, 0.02], [-0.06, 0.06, 0.00], [0.03, 0.08, -0.04], [-0.09, -0.25, 0.07], [0.01, 0.11, -0.09], [-0.14, 0.41, 0.49], [1.01, -0.42, -2.86], [-0.91, 0.00, 0.21], [0.22, -0.12, 0.58], [-0.15, -0.18, -0.01], [0.03, 0.19, 0.11], [0.17, 0.00, -0.03], [0.17, 0.11, -0.07], [0.00, 0.12, -0.13], [0.02, -0.05, -0.04], [0.01, -0.06, 0.02], [-0.24, -0.16, -0.05], [-0.23, 0.03, -0.24], [0.05, -0.18, -0.06], [0.08, -0.03, -0.05], [0.07, -0.02, 0.04], [0.05, 0.15, -0.19], [0.00, -0.05, -0.08], [-0.13, 0.00, -0.05], [-0.06, -0.11, -0.06], [0.03, 0.01, -0.01], [-0.51, 0.10, -0.48], [0.54, -0.58, 0.78], [0.57, 1.90, -0.17], [0.08, -0.11, -0.01], [-0.03, -0.02, -0.07], [-0.06, -0.06, 0.11]], "e_above_lowest_kj_mol": 515.64, "orbital_gap_ev": [5.171, 5.295], "total_energy_ha": -3848.943708, "e_homo_ev": [-5.9750, -6.2340], "spin_multiplicity": 4, "s2": 3.79, "lumo_energy_ev": [-0.8036, -0.9390]}